Record 1
19
Properties=species:S:1:pos:R:3:forces:R:3:nbo_charge:R:1 method="wB97M-V/def2-TZVPD" spin_multiplicity=2 lumo_energy_ev="3.723 / 3.640" gap_ev="2.9664 / 9.8048" de_lowest_ev=3.247 charge=-1 s_squared=0.751
C -0.400495 -1.274136 0.930531 0.744 -1.882 0.575 -0.2231
O -0.172637 -1.719609 -0.419745 -0.787 -0.261 -0.300 -0.8731
C -1.273220 -0.038617 0.974876 1.397 2.301 -2.144 -0.1593
C -2.325726 0.105422 1.763919 0.518 0.768 -0.669 -0.4524
H 0.684961 -1.321629 1.212730 -0.992 1.569 1.171 0.1783
H -0.869504 -2.093913 1.622717 0.378 1.226 -1.356 0.1387
H 0.769077 -1.989143 -0.454952 -0.390 0.105 -0.254 0.3657
H -0.958179 0.911788 0.186879 -1.018 -3.087 2.287 0.2115
H -2.995945 0.902079 1.903350 -0.225 2.019 -1.063 0.1821
H -2.680678 -0.479427 2.526367 0.053 -2.909 1.515 0.1748
H 0.779652 -1.597226 -3.828208 0.291 0.394 0.095 0.4275
H 0.893589 -0.761938 -2.623435 -1.149 0.291 3.648 0.4562
O 1.211733 -0.795153 -3.473791 0.861 -0.628 -3.682 -1.1049
H 0.593544 1.947224 -2.200305 -0.982 -0.245 -1.331 0.4586
H 2.027267 1.583062 -1.742126 -2.359 0.992 0.908 0.3890
O 1.127522 2.021000 -1.432948 3.314 -0.843 0.618 -1.0982
H 1.525623 2.012476 2.269174 -0.662 -1.100 -1.046 0.4594
H 1.007302 1.352836 0.916854 0.273 0.377 -0.424 0.4894
O 1.056112 1.234912 1.868112 0.737 0.911 1.452 -1.0200



Record 2
19
Properties=species:S:1:pos:R:3:forces:R:3:nbo_charge:R:1 method="wB97M-V/def2-TZVPD" lumo_energy_ev=0.801 gap_ev=9.6738 smiles="C/C=C/O.O.O.O" de_lowest_ev=1.401 charge=0
C -0.316963 -3.360957 -1.662088 0.331 -0.252 0.084 -0.6349
C 0.154251 -2.363448 -0.663202 -0.489 -0.042 0.739 -0.2440
C 1.379920 -1.908382 -0.564197 0.141 0.923 -0.039 0.1027
O 1.724333 -0.994258 0.426451 0.177 -0.606 -0.082 -0.7009
H -1.260976 -3.080363 -2.133683 0.159 -0.085 -0.048 0.2174
H 0.466527 -3.537092 -2.396277 -0.110 0.226 -0.372 0.2094
H -0.421860 -4.335590 -1.180919 -0.397 0.024 0.103 0.2150
H -0.491954 -2.028622 0.154830 -0.121 -0.237 -0.362 0.2068
H 2.162474 -2.066504 -1.285793 0.235 -0.380 -0.285 0.1563
H 2.466301 -1.419430 0.872595 0.047 0.444 0.263 0.4718
O -4.079754 2.670728 -2.720031 -0.038 -0.020 0.027 -0.9360
H -5.032022 2.796153 -2.655569 0.068 0.023 -0.029 0.4678
H -3.755664 3.424192 -3.222119 -0.034 -0.003 0.002 0.4683
O 1.509847 5.026765 0.772727 -0.239 -0.002 0.262 -0.9344
H 0.849339 4.920002 1.472919 0.233 0.017 -0.256 0.4677
H 1.276426 5.854763 0.342363 0.008 -0.009 -0.007 0.4669
O 0.395120 -1.072406 3.965625 0.003 0.124 0.109 -0.9356
H 0.963450 -0.515401 4.508775 -0.029 -0.072 -0.046 0.4659
H -0.247730 -0.461326 3.590175 0.055 -0.073 -0.066 0.4698



Record 3
22
Properties=species:S:1:pos:R:3:forces:R:3:nbo_charge:R:1 method="wB97M-V/def2-TZVPD" lumo_energy_ev=-11.550 gap_ev=4.9380 de_lowest_ev=1.674 charge=+2
Sn -45.387328 -24.239627 -1.760520 -0.286 -1.239 1.047 1.8839
O -45.110949 -28.161840 1.638181 -0.879 1.286 -1.997 -0.8524
S -45.775195 -27.920098 0.365887 0.721 -7.110 2.407 2.3028
O -45.970572 -26.617845 -0.163891 0.362 2.924 -1.635 -1.0317
O -44.970025 -28.883358 -0.780426 -2.618 5.425 -1.043 -0.6942
C -44.391857 -30.026351 -0.362331 2.387 -3.902 1.682 -0.0822
C -43.777079 -30.890836 -1.502333 -1.291 0.860 -0.309 -0.6224
C -47.434335 -28.858133 0.446031 1.457 0.989 -0.965 -0.7892
H -45.155623 -30.637782 0.118210 0.198 -0.238 0.389 0.1702
H -43.578506 -29.796948 0.326100 -0.219 -0.083 0.379 0.1963
H -43.385209 -31.872167 -1.234877 0.081 0.354 0.798 0.2550
H -43.003766 -30.340689 -2.038471 -0.163 -0.051 -0.127 0.2181
H -44.630235 -31.143996 -2.131730 0.234 0.164 -0.633 0.2107
H -47.894860 -28.735194 -0.534231 -0.250 0.449 0.217 0.2299
H -47.979175 -28.450768 1.297666 0.017 -0.155 -0.188 0.2697
H -47.221911 -29.926344 0.489496 0.332 0.199 0.594 0.2708
O -47.332586 -26.324812 -2.646827 0.865 0.870 0.079 -1.0009
H -47.194583 -26.803217 -3.464330 0.107 -0.194 -0.481 0.5121
H -48.189608 -26.619030 -2.338326 -0.432 0.085 0.322 0.5180
O -43.634728 -22.414245 -0.192462 -0.827 -0.890 -0.826 -1.0083
H -43.223304 -22.562105 0.659060 0.218 -0.280 0.485 0.5237
H -43.600408 -21.465421 -0.314074 -0.015 0.538 -0.196 0.5199



Record 4
18
Properties=species:S:1:pos:R:3:forces:R:3:nbo_charge:R:1 method="wB97M-V/def2-TZVPD" lumo_energy_ev=-3.254 gap_ev=11.4402 de_lowest_ev=1.165 charge=+1
C -0.910991 2.191399 0.871770 -0.571 -0.468 1.722 -0.4158
N -0.142986 1.023802 1.471237 -1.243 0.440 0.186 -0.7124
H -1.668277 1.873462 0.173429 -0.265 -0.525 0.088 0.2344
H -1.365980 2.665721 1.776098 0.205 0.029 -1.169 0.2316
H -0.281125 2.842405 0.331425 1.007 0.734 -0.205 0.2342
H 0.535376 0.521793 0.805829 -0.249 -0.098 -0.796 0.4642
H -0.854164 0.451637 1.957128 0.746 -0.144 -0.506 0.4303
H 0.449504 1.378732 2.196864 0.426 0.413 0.659 0.4229
C -0.319832 -1.808192 -1.570588 -1.326 0.569 0.690 -0.6203
C 0.507258 -1.448153 -0.354135 0.610 -0.584 -1.425 -0.2270
N 1.262994 -0.182666 -0.497871 1.958 -0.680 0.481 -0.8719
H 0.239012 -2.276859 -2.373938 0.071 0.196 -0.050 0.2321
H -1.090960 -2.493265 -1.206347 0.088 -0.196 -0.390 0.2321
H -0.870588 -0.916751 -1.893416 0.103 -0.181 -0.421 0.1987
H -0.116458 -1.343057 0.525325 -0.116 -0.490 0.209 0.1582
H 1.182319 -2.312215 -0.311160 0.085 0.451 0.995 0.2204
H 2.275974 -0.427099 -0.505733 -0.925 0.467 0.394 0.3991
H 1.168925 0.259307 -1.395916 -0.605 0.066 -0.462 0.3890